{
  "formula": "C4H6N2O",
  "method": "ωB97M-V/def2-TZVPD",
  "species": ["O", "C", "C", "C", "N", "N", "C", "H", "H", "H", "H", "H", "H"],
  "positions_angstrom": [[1.38660, -1.39648, 0.60812], [0.21446, -1.22651, -0.18059], [-0.10512, -0.02180, -1.06330], [0.54333, 1.24887, -0.67727], [0.35492, 1.60929, 0.57231], [-0.46340, 0.71081, 1.22124], [-0.88362, -0.34456, 0.16791], [1.25069, -0.95789, 1.50272], [-0.03404, -2.16200, -0.71915], [-0.46832, -0.08806, -2.06693], [1.24101, 1.92865, -1.09745], [-1.17791, 1.28614, 1.65891], [-1.85860, -0.58645, 0.07349]],
  "mulliken_charge": [-0.568, -0.169, -0.299, -0.200, -0.552, -0.227, -0.259, 0.368, 0.310, 0.394, 0.494, 0.314, 0.394],
  "smiles": "O[C@@H]1[C@@H]2C=NN[C@H]12",
  "total_charge": 0
}

{
  "formula": "C4H15NO3",
  "method": "ωB97M-V/def2-TZVPD",
  "species": ["C", "C", "N", "C", "C", "O", "H", "H", "H", "H", "H", "H", "H", "H", "H", "H", "H", "O", "H", "H", "O", "H", "H"],
  "positions_angstrom": [[-0.26585, -2.64003, 0.03326], [0.07423, -1.36520, 0.86124], [-1.27623, -0.45863, 1.08037], [1.17981, -0.52920, 0.06253], [1.81690, 0.13081, 1.25833], [1.85135, 1.60069, 1.00488], [-1.28466, -2.84425, -0.26449], [0.08375, -3.57770, 0.27421], [0.11147, -2.42858, -1.00364], [0.44851, -1.73456, 1.76855], [-0.66673, 0.41623, 1.21925], [-1.74886, -0.66744, 1.91038], [1.73848, -1.10463, -0.63652], [0.54141, 0.16702, -0.42334], [1.25380, 0.01789, 2.25526], [2.91642, -0.12128, 1.51121], [2.68895, 1.65326, 0.45778], [-1.03797, 2.78158, -0.85477], [-0.30550, 2.89926, -0.18892], [-0.59280, 2.83306, -1.65700], [-1.99264, -0.11008, -2.86627], [-2.10344, -0.64118, -1.90668], [-1.54361, 0.58752, -2.44143]],
  "mulliken_charge": [-1.480, 0.196, -0.636, -0.632, -0.674, -0.526, 0.394, 0.358, 0.296, 0.451, 0.269, 0.237, 0.440, 0.422, 0.264, 0.344, 0.316, -0.633, 0.321, 0.303, -0.678, 0.353, 0.294],
  "smiles": "C[C@H](N)CCO.O.O",
  "total_charge": 0
}

{
  "formula": "H22O11",
  "method": "ωB97M-V/def2-TZVPD",
  "species": ["O", "H", "H", "O", "H", "H", "O", "H", "H", "O", "H", "H", "O", "H", "H", "O", "H", "H", "O", "H", "H", "O", "H", "H", "O", "H", "H", "O", "H", "H", "O", "H", "H"],
  "positions_angstrom": [[-2.67714, 2.13757, 1.48873], [-3.48425, 2.43210, 1.06676], [-2.11693, 1.85638, 0.76531], [-0.26802, -0.07628, -2.88929], [-0.55231, 0.30070, -2.05666], [-0.85109, 0.31345, -3.54073], [3.11829, 0.67289, -0.83772], [3.63107, 0.85983, -0.05137], [2.50119, 1.40188, -0.90075], [0.58249, -2.72780, -2.00745], [0.49972, -3.06156, -1.11414], [-0.07542, -2.03508, -2.06674], [-0.05305, 0.34762, 0.29373], [-0.41956, -0.53337, 0.21792], [0.72257, 0.23834, 0.84393], [-3.20705, -1.73198, -0.85289], [-3.45422, -2.16661, -1.66913], [-3.02499, -0.82760, -1.10815], [1.99182, -1.92738, 3.02591], [2.00224, -2.29395, 3.91007], [2.12577, -0.98828, 3.15387], [2.14385, 1.38150, 2.71469], [2.99770, 1.29183, 2.29143], [2.21684, 2.18149, 3.23520], [-0.49753, 2.87877, -0.80802], [-0.16193, 2.21302, -0.20772], [0.27101, 3.16741, -1.30023], [1.08140, -3.14607, 0.83012], [1.29070, -2.55840, 1.55614], [1.71251, -3.86122, 0.91065], [-2.80563, 1.21992, -1.31953], [-1.95412, 1.63819, -1.44683], [-3.28591, 1.40269, -2.12710]],
  "mulliken_charge": [-0.668, 0.291, 0.389, -0.647, 0.366, 0.293, -0.582, 0.270, 0.292, -0.604, 0.338, 0.311, -0.277, 0.224, 0.124, -0.617, 0.313, 0.345, -0.642, 0.280, 0.326, -0.610, 0.311, 0.282, -0.629, 0.293, 0.288, -0.633, 0.400, 0.261, -0.583, 0.196, 0.298],
  "smiles": "O.O.O.O.O.O.O.O.O.O.O",
  "total_charge": 0
}

Relative energy (zero: lowest compared OMol25 entry of this formula, charge and spin) (kcal per mole)
78.5, 74.4, 38.1